Record 1
Formula: C3H3IN2S
Source: the Open Molecules 2025 dataset
Level of theory: the ωB97M-V functional and the def2-TZVPD basis

**Largest force on an atom**: 3.37 eV/A
**E_tot**: -25069.8631 eV

```
10
Properties=species:S:1:pos:R:3:nbo_charge:R:1
C -0.22 -0.32 0.99 0.305
C 0.71 -0.23 -2.17 -0.693
C -0.26 0.94 1.84 -0.677
N -0.72 -0.78 0.03 -0.035
N -1.01 -1.60 -0.88 -0.529
S 0.09 -1.71 -2.13 0.679
I 2.16 0.15 -3.54 0.209
H 0.68 1.41 1.51 0.261
H -0.99 1.62 1.56 0.233
H -0.44 0.51 2.80 0.247
```

=====

Record 2
Formula: C3H3IS
Source: the Open Molecules 2025 dataset
Level of theory: the ωB97M-V functional and the def2-TZVPD basis

**Largest force on an atom**: 2.64 eV/A
**E_tot**: -22090.5325 eV

```
8
Properties=species:S:1:pos:R:3:nbo_charge:R:1
C -1.12 1.65 -0.47 -0.131
C -0.25 1.02 0.05 -0.123
C 0.64 0.13 0.71 -0.335
S -0.16 -2.54 -0.07 -0.194
I 2.64 -0.03 -0.03 0.215
H -2.09 1.92 -0.63 0.228
H 0.40 -0.11 1.74 0.232
H -0.05 -2.05 -1.31 0.108
```

=====

Record 3
Formula: C3H3IrLi2O3
Source: the Open Molecules 2025 dataset
Level of theory: the ωB97M-V functional and the def2-TZVPD basis

**Charge**: +2
**2S+1**: 5
**Largest force on an atom**: 4.64 eV/A
**Expectation value of S²**: 6.02
**E_tot**: -12525.5451 eV

```
12
Properties=species:S:1:pos:R:3:lowdin_spin:R:1
O -0.03 -1.92 -0.71 0.086
Li -1.33 -3.09 -0.31 0.006
C -0.03 -0.73 -0.26 0.115
O 1.25 -0.38 0.06 0.042
C 1.64 1.00 -0.28 0.164
H 2.22 0.93 -1.22 0.012
H 2.34 1.29 0.52 0.031
Ir -0.31 1.68 -0.25 2.357
C -1.94 0.09 0.23 0.636
O -2.04 0.74 -0.91 0.431
Li 0.05 0.36 1.81 0.048
H -1.82 0.03 1.32 0.071
```

=====

Record 4
Formula: C3H3KO2
Source: the Open Molecules 2025 dataset
Level of theory: the ωB97M-V functional and the def2-TZVPD basis

**Charge**: +1
**2S+1**: 2
**Largest force on an atom**: 2.80 eV/A
**Expectation value of S²**: 0.79
**E_tot**: -23570.3132 eV

```
9
Properties=species:S:1:pos:R:3:lowdin_spin:R:1
O 0.05 1.29 0.62 0.129
O 1.27 -0.45 0.08 0.318
C -1.09 0.68 0.06 0.187
C -1.10 -0.68 -0.08 -0.064
C 1.17 0.64 0.64 0.407
H -1.61 1.39 -0.57 0.014
H -1.15 -1.34 0.79 0.003
H -1.64 -1.08 -0.94 0.001
K 4.11 -0.44 -0.61 0.007
```

=====

Record 5
Formula: C3H3LiO3Tl
Source: the Open Molecules 2025 dataset
Level of theory: the ωB97M-V functional and the def2-TZVPD basis

**Charge**: +3
**Largest force on an atom**: 5.48 eV/A
**E_tot**: -14159.1056 eV

```
11
Properties=species:S:1:pos:R:3:lowdin_charge:R:1
O 0.02 0.66 1.27 0.074
Li -1.98 1.20 1.12 0.914
C 0.24 1.19 -0.10 -0.196
C 0.29 -0.27 0.25 -0.481
O -1.01 0.97 -0.76 0.027
C -0.84 -0.49 -0.72 0.087
H -1.73 -1.04 -0.41 0.193
H -0.52 -0.86 -1.70 0.193
H 1.62 -1.60 0.91 0.212
Tl 2.37 1.09 -0.15 1.895
O 1.54 -0.85 0.30 0.081
```

=====

Record 6
Formula: C3H3LiO9
Source: the Open Molecules 2025 dataset
Level of theory: the ωB97M-V functional and the def2-TZVPD basis

**Charge**: -2
**Largest force on an atom**: 1.17 eV/A
**E_tot**: -21798.4901 eV

```
16
Properties=species:S:1:pos:R:3:nbo_charge:R:1
Li 0.19 0.12 -0.63 0.902
O 1.38 -2.22 1.23 -0.795
C 1.94 -2.24 -0.05 0.963
O 1.73 -1.21 -0.75 -0.871
O 2.64 -3.22 -0.31 -0.793
H 0.93 -1.36 1.33 0.503
O -3.04 0.66 -2.67 -0.759
C -1.87 0.40 -1.95 0.931
O -1.13 1.40 -1.73 -0.849
O -1.67 -0.75 -1.59 -0.754
H -2.97 1.61 -2.81 0.469
O 0.37 2.08 2.73 -0.764
C 0.54 1.28 1.59 0.947
O 1.24 1.72 0.69 -0.745
O -0.08 0.18 1.62 -0.853
H -0.21 1.55 3.28 0.468
```

=====

Record 7
Formula: C3H3N
Source: the Open Molecules 2025 dataset
Level of theory: the ωB97M-V functional and the def2-TZVPD basis

**Largest force on an atom**: 2.93 eV/A
**E_tot**: -4648.2904 eV

```
7
Properties=species:S:1:pos:R:3:nbo_charge:R:1
C -0.82 0.63 -0.06 -0.296
C -0.05 -0.47 0.21 -0.324
C 1.34 -0.48 -0.10 0.241
H -1.88 0.39 0.20 0.207
H -0.51 1.65 -0.41 0.231
H -0.50 -1.32 0.63 0.237
N 2.43 -0.40 -0.46 -0.296
```

=====

Record 8
Formula: C3H3N
Source: the Open Molecules 2025 dataset
Level of theory: the ωB97M-V functional and the def2-TZVPD basis

**Largest force on an atom**: 5.49 eV/A
**E_tot**: -4646.2533 eV

```
7
Properties=species:S:1:pos:R:3:nbo_charge:R:1
C -2.00 -0.19 -0.01 -0.272
C -0.85 0.13 -0.14 0.140
C 1.54 0.08 -0.04 0.010
N 0.39 0.61 -0.05 -0.426
H -3.01 -0.22 0.15 0.226
H 2.32 0.65 0.20 0.173
H 1.61 -1.06 -0.12 0.149
```

=====

Record 9
Formula: C3H3N2
Source: the Open Molecules 2025 dataset
Level of theory: the ωB97M-V functional and the def2-TZVPD basis

**Charge**: +1
**Largest force on an atom**: 8.35 eV/A
**E_tot**: -6125.3926 eV

```
8
Properties=species:S:1:pos:R:3:nbo_charge:R:1
C 2.18 -0.09 0.08 0.233
C -1.37 0.76 -0.05 0.169
C 0.20 -1.11 -0.05 0.402
N 3.09 0.55 -0.08 -0.286
N -0.68 -0.28 0.00 -0.326
H -1.30 1.44 0.80 0.260
H -2.27 0.88 -0.73 0.285
H 0.13 -2.15 0.03 0.263
```

=====

Record 10
Formula: C3H3N2
Source: the Open Molecules 2025 dataset
Level of theory: the ωB97M-V functional and the def2-TZVPD basis

**Charge**: +1
**Largest force on an atom**: 13.87 eV/A
**E_tot**: -6128.2794 eV

```
8
Properties=species:S:1:pos:R:3:nbo_charge:R:1
C -1.90 -1.52 0.39 0.060
C -0.79 -0.81 0.23 0.546
C 1.15 0.87 -0.33 -0.483
N -2.91 -2.02 0.56 0.076
N 0.06 0.10 -0.01 -0.098
H 1.84 0.67 0.49 0.293
H 1.61 0.68 -1.28 0.295
H 0.94 2.03 -0.05 0.312
```